A molecular structure, C35H31AsIrN3O3S. Source: OMol25; level of theory: ωB97M-V/def2-TZVPD.

Last column: Mulliken charge in e.
Positions of all 75 atoms, in Å:
Ir -0.78 1.43 0.05  1.690
C 7.64 1.58 0.28  -1.431
C 6.24 1.06 0.07  0.979
C 5.29 1.85 -0.58  -0.838
C 4.01 1.39 -0.79  -0.404
C 3.66 0.12 -0.34  -0.455
C 4.58 -0.68 0.30  -0.471
C 5.87 -0.21 0.50  -0.875
S 2.02 -0.47 -0.59  1.721
O 1.56 0.06 -1.85  -0.717
O 2.00 -1.89 -0.35  -0.680
N 1.16 0.31 0.57  -0.183
C 0.45 -0.37 1.51  0.620
C 0.79 -1.43 2.35  -1.132
C -0.14 -1.83 3.29  -0.439
C -1.39 -1.21 3.39  -1.007
C -1.69 -0.19 2.52  -0.342
N -0.78 0.20 1.62  -0.066
H 7.63 2.48 0.89  0.329
H 8.10 1.83 -0.68  0.341
H 8.26 0.84 0.77  0.349
H 5.57 2.84 -0.93  0.414
H 3.28 1.99 -1.32  0.532
H 4.30 -1.68 0.62  0.471
H 6.60 -0.84 0.99  0.321
H 1.75 -1.91 2.24  0.572
H 0.10 -2.65 3.96  0.485
H -2.12 -1.52 4.13  0.495
H -2.64 0.32 2.50  0.548
C -6.35 -0.68 0.15  -0.476
C -5.69 0.54 0.24  -0.748
C -4.37 0.63 -0.16  -0.569
C -3.70 -0.48 -0.66  0.395
C -4.37 -1.70 -0.76  0.004
C -5.70 -1.79 -0.35  -0.757
As -1.88 -0.27 -1.24  0.916
C -1.19 -2.06 -1.29  0.396
C -1.28 -2.84 -0.14  -0.323
C -0.73 -4.11 -0.12  -0.963
C -0.08 -4.59 -1.25  -0.616
C 0.02 -3.81 -2.39  -0.694
C -0.53 -2.53 -2.41  -0.595
C -2.00 0.30 -3.07  0.509
C -2.93 -0.25 -3.94  -0.155
C -2.99 0.19 -5.25  -0.748
C -2.12 1.17 -5.69  -0.455
C -1.18 1.72 -4.83  -0.894
C -1.11 1.27 -3.52  -0.202
H -7.39 -0.75 0.46  0.409
H -6.20 1.41 0.63  0.415
H -3.84 1.58 -0.09  0.333
H -3.87 -2.57 -1.15  0.466
H -6.22 -2.74 -0.43  0.425
H -1.81 -2.47 0.74  0.706
H -0.81 -4.72 0.76  0.434
H 0.36 -5.58 -1.24  0.420
H 0.54 -4.18 -3.26  0.434
H -0.43 -1.92 -3.29  0.400
H -3.62 -1.01 -3.59  0.412
H -3.72 -0.24 -5.93  0.412
H -2.17 1.52 -6.72  0.390
H -0.49 2.48 -5.18  0.404
H -0.34 1.66 -2.86  -0.057
O -0.12 3.20 1.02  -0.797
N 0.23 3.06 2.31  0.537
C -0.67 3.35 3.25  -0.161
C -0.33 3.24 4.59  -0.768
C 0.94 2.82 4.93  -0.182
C 1.85 2.53 3.93  -0.886
C 1.48 2.66 2.61  -0.126
H -1.63 3.68 2.88  0.499
H -1.07 3.49 5.34  0.441
H 1.23 2.72 5.97  0.436
H 2.86 2.20 4.15  0.469
H 2.11 2.45 1.75  0.685

As for the total charge: +1. The expectation value of S² is 0.7538. Its LUMO energy (spin up / spin down) is -3.30 / -3.26 eV. The frontier orbital gap (spin up / spin down) comes out at 7.11 / 7.76 eV. Its spin multiplicity is 2.

---

2 unconnected molecules or ions with the total composition C12H17IO at a distorted geometry. Source: OMol25; level of theory: ωB97M-V/def2-TZVPD.

Last column: Mulliken charge in e.
Positions of all 31 atoms, in Å:
C 1.32 0.63 1.09  -0.370
C 0.41 1.88 -0.72  -0.553
C 2.53 1.29 0.95  -0.891
C 1.61 2.55 -0.87  -0.802
C 0.24 0.90 0.25  0.408
C 2.68 2.26 -0.03  0.919
C -1.35 -0.44 2.36  -1.211
C 0.15 -2.08 -0.07  -1.789
C -2.32 -1.98 -0.31  -1.888
C -0.86 -0.84 -1.98  -1.746
C -1.01 0.11 0.32  -0.494
C -1.02 -1.18 -0.49  2.178
O 3.88 2.89 -0.14  -0.552
I -2.76 1.34 0.02  0.140
H 1.22 -0.11 1.87  0.444
H -0.40 2.13 -1.39  0.352
H 3.36 1.07 1.60  0.424
H 1.71 3.31 -1.63  0.267
H -2.40 -0.65 2.38  0.487
H -1.07 0.47 2.87  0.383
H -0.72 -1.28 2.57  0.358
H 0.01 -2.46 0.93  0.322
H 1.09 -1.54 -0.12  0.435
H 0.21 -2.93 -0.75  0.466
H -2.24 -2.93 -0.84  0.460
H -2.51 -2.19 0.73  0.362
H -3.17 -1.44 -0.72  0.395
H -1.67 -0.21 -2.33  0.335
H 0.09 -0.34 -2.15  0.389
H -0.87 -1.76 -2.57  0.491
H 3.85 3.54 -0.85  0.279

Its LUMO energy is 0.48 eV. The frontier orbital gap comes out at 8.82 eV.

---

A molecular structure, C3H6N2O at a distorted geometry. Source: OMol25; level of theory: ωB97M-V/def2-TZVPD.

Last column: Mulliken charge in e.
Positions of all 12 atoms, in Å:
C -1.37 -0.36 -0.22  -0.406
N -0.39 -0.72 0.70  -0.437
C -0.88 1.07 -0.93  0.178
C 2.11 -0.34 0.43  -0.192
N 1.09 0.38 0.66  -0.490
O -1.52 1.75 -1.66  -0.452
H -0.66 -0.37 1.62  0.322
H -1.41 -1.03 -1.09  0.237
H -2.37 -0.14 0.17  0.302
H 0.23 1.15 -0.48  0.392
H 2.08 -1.33 -0.04  0.279
H 3.08 -0.04 0.84  0.266

Its LUMO energy is 0.26 eV. The frontier orbital gap comes out at 8.82 eV.

---

A molecular structure, C4H7NO2 at a distorted geometry. Source: OMol25; level of theory: ωB97M-V/def2-TZVPD.

Last column: Mulliken charge in e.
Positions of all 14 atoms, in Å:
N 0.71 1.59 1.76  -0.409
C 0.47 0.54 0.94  0.626
O 0.32 -0.58 1.41  -0.604
C 0.40 0.58 -0.57  -0.750
C 0.15 -0.89 -0.81  0.103
C -1.24 -1.41 -0.89  -0.312
O -1.12 -0.77 -2.10  -0.549
H 0.75 1.35 2.74  0.245
H 0.87 2.53 1.47  0.187
H 1.32 0.98 -1.03  0.340
H -0.45 1.06 -1.04  0.332
H 1.10 -1.47 -0.71  0.320
H -1.94 -1.01 -0.14  0.202
H -1.35 -2.50 -1.01  0.270

Its LUMO energy is 0.71 eV. The frontier orbital gap comes out at 10.14 eV.

---

2 unconnected molecules or ions with the total composition C5H14NO at a distorted geometry. Source: OMol25; level of theory: ωB97M-V/def2-TZVPD.

Last column: Mulliken charge in e.
Positions of all 21 atoms, in Å:
C -1.03 -0.71 1.21  -0.743
C 0.19 -1.24 0.46  -0.596
C 1.24 -0.26 0.05  0.988
C 1.90 -0.39 -1.12  -1.190
C 1.71 0.73 1.07  -1.349
N -1.60 0.48 0.45  -0.187
H -1.71 -1.52 1.21  0.365
H -0.77 -0.42 2.22  0.435
H -0.14 -1.83 -0.43  0.433
H 0.70 -1.86 1.22  0.307
H 1.36 -1.04 -1.81  0.234
H 2.66 0.20 -1.46  0.398
H 1.59 0.58 2.22  0.268
H 2.68 1.24 1.04  0.421
H 1.34 1.79 0.83  0.273
H -0.96 1.22 0.45  0.241
H -1.73 0.09 -0.50  0.345
H -2.49 0.87 0.71  0.378
H -1.36 -0.06 -2.99  0.336
H -2.16 1.44 -2.44  0.349
O -1.43 0.68 -2.39  -0.705

As for the total charge: +1. Its LUMO energy is -3.42 eV. The frontier orbital gap comes out at 9.39 eV.

---

11 unconnected molecules or ions with the total composition C5H32O10 at a distorted geometry. Source: OMol25; level of theory: ωB97M-V/def2-TZVPD.

Last column: Mulliken charge in e.
Positions of all 47 atoms, in Å:
C 1.45 -2.00 2.13  -0.785
C 1.79 -2.78 0.82  -0.533
C 1.12 -2.47 -0.53  -0.345
C -0.41 -2.32 -0.30  0.512
C -1.08 -1.77 -1.53  -0.664
H 1.98 -2.28 3.01  0.416
H 0.40 -2.02 2.48  0.179
H 1.72 -0.89 1.86  0.039
H 1.85 -3.87 1.14  0.272
H 2.92 -2.38 0.74  0.247
H 1.58 -1.55 -0.93  0.053
H 1.27 -3.35 -1.26  0.287
H -0.71 -3.28 0.16  0.434
H -0.60 -1.56 0.54  -0.390
H -1.17 -0.79 -1.47  -0.294
H -0.45 -2.00 -2.49  0.251
H -2.15 -1.99 -1.63  0.329
H 1.70 -1.42 -3.44  0.333
H 0.96 -0.50 -4.44  0.324
O 1.76 -1.02 -4.41  -0.673
H 2.61 2.06 3.17  0.305
H 2.82 3.03 2.14  0.264
O 2.30 2.86 2.86  -0.617
H -2.25 2.76 0.44  0.365
H -3.52 2.51 1.33  0.296
O -3.14 2.38 0.50  -0.680
H -1.00 0.96 0.10  0.565
H -0.01 2.33 0.40  0.273
O -0.74 1.84 -0.15  -0.805
H 0.70 3.03 2.38  0.387
H -0.69 2.66 2.99  0.311
O -0.30 3.24 2.24  -0.678
H 1.24 1.65 -0.68  0.421
H 2.51 2.58 -0.09  0.227
O 1.84 1.93 0.07  -0.550
H -1.65 2.60 -2.84  0.310
H -1.28 1.47 -1.99  0.381
O -1.26 1.74 -2.80  -0.687
H -2.72 0.82 0.42  0.333
H -3.14 -0.55 -0.10  0.255
O -2.39 -0.22 0.37  -0.714
H 0.39 1.84 -2.58  0.406
H 1.88 1.15 -2.74  0.318
O 1.38 2.08 -2.55  -0.739
H -2.21 -1.88 1.57  0.350
H -3.10 -2.48 2.65  0.287
O -2.17 -2.16 2.44  -0.580

Its LUMO energy is 0.19 eV. The frontier orbital gap comes out at 10.64 eV. The SMILES is CCCCC.O.O.O.O.O.O.O.O.O.O.

---

no.,DFT total energy (a.u.)
1,-4480.3168
2,-840.3294
3,-302.5005
4,-361.7589
5,-328.5925
6,-961.9669